The following is a quantum chemistry calculation of a structure of composition C51H56ClGe3N6Y in a non-equilibrium geometry, from the Open Molecules 2025 dataset.

Energy above the lowest of the compared OMol25 structures with the same formula, charge and spin in kcal per mole: 5.7
Spin multiplicity: 2
Frontier orbital gap (spin up / spin down) in eV: 6.6 / 5.9
Expectation value of S²: 0.754
DFT total energy in eV: -245846.73663
Charge: +1
LUMO (spin up / spin down) in eV: -2.87 / -3.93

Geometry (Å):
Y (-0.2361, 0.4456, 0.4280)
N (-1.2370, 1.4895, 2.4093)
C (-1.4159, 2.8920, 2.1196)
C (-2.6980, 3.4177, 2.0184)
C (-2.8795, 4.7502, 1.6821)
C (-1.7775, 5.5631, 1.4677)
C (-0.5043, 5.0354, 1.5976)
C (-0.2911, 3.6950, 1.9179)
C (1.0959, 3.1586, 1.9791)
C (2.0655, 3.9038, 2.6500)
C (3.3975, 3.5197, 2.6139)
C (3.7618, 2.4085, 1.8697)
C (2.7799, 1.6840, 1.2019)
C (1.4120, 1.9813, 1.2659)
H (-2.0779, 1.0773, 2.8014)
H (-0.4809, 1.3643, 3.0815)
H (-3.5561, 2.7955, 2.2380)
H (-3.8816, 5.1499, 1.6052)
H (-1.9101, 6.6053, 1.2109)
H (0.3603, 5.6671, 1.4332)
H (1.7777, 4.7851, 3.2115)
H (4.1422, 4.0890, 3.1548)
H (4.8005, 2.1066, 1.8094)
H (3.1183, 0.8162, 0.6422)
C (3.3622, -1.7081, 3.6696)
C (2.0731, -1.1476, 3.0652)
Ge (1.6925, -1.7857, 1.2232)
C (1.2956, -3.7129, 1.1622)
C (2.5404, -4.6005, 1.1987)
C (3.3838, -1.6812, 0.2087)
C (3.8562, -1.4036, -1.0088)
Ge (2.8726, -0.4961, -2.4314)
C (2.9101, 1.4588, -2.3834)
C (4.2674, 2.1537, -2.3237)
C (2.8104, -1.3501, -4.1855)
C (3.9868, -1.0613, -5.1177)
C (5.2497, -1.7650, -1.3984)
C (5.8885, -2.8896, -0.8682)
C (7.1803, -3.2131, -1.2430)
C (7.8612, -2.4310, -2.1679)
C (7.2326, -1.3293, -2.7231)
C (5.9364, -1.0085, -2.3435)
H (3.5652, -1.2428, 4.6360)
H (4.2340, -1.5189, 3.0415)
H (3.2953, -2.7848, 3.8352)
H (2.0981, -0.0574, 3.0782)
H (1.2155, -1.4555, 3.6630)
H (0.7324, -3.9152, 0.2498)
H (0.6250, -3.9449, 1.9896)
H (3.1715, -4.4347, 0.3234)
H (2.2566, -5.6544, 1.1952)
H (3.1528, -4.4309, 2.0877)
H (4.1371, -2.1135, 0.8757)
H (2.3446, 1.7172, -1.4876)
H (2.3222, 1.8107, -3.2363)
H (4.8806, 1.7748, -1.5043)
H (4.1344, 3.2238, -2.1566)
H (4.8329, 2.0399, -3.2496)
H (1.8799, -0.9866, -4.6308)
H (2.6819, -2.4233, -4.0355)
H (4.2015, 0.0071, -5.1897)
H (3.7643, -1.4118, -6.1254)
H (4.8954, -1.5629, -4.7856)
H (5.3621, -3.5352, -0.1770)
H (7.6550, -4.0896, -0.8226)
H (8.8689, -2.6900, -2.4630)
H (7.7461, -0.7144, -3.4502)
H (5.4807, -0.1316, -2.7979)
N (-3.8162, 0.1149, -2.5781)
C (-3.2336, -0.3059, -1.4606)
N (-2.2191, 0.4977, -1.1735)
C (-2.2495, 1.4086, -2.1898)
N (-3.2050, 1.2129, -3.0630)
C (-1.2941, 2.5131, -2.2516)
C (-1.3633, 3.4950, -3.2342)
N (-0.5126, 4.5107, -3.2586)
C (0.3952, 4.5462, -2.2921)
C (0.4757, 3.5681, -1.3101)
N (-0.3639, 2.5334, -1.2935)
H (-4.6161, -0.2757, -3.0496)
H (-3.5673, -1.1582, -0.8929)
H (-2.1270, 3.4472, -3.9998)
H (1.0894, 5.3776, -2.2885)
H (1.2206, 3.6113, -0.5273)
Cl (0.6416, -0.7808, -1.8691)
C (-1.5489, -1.6710, 3.8129)
Ge (-1.7621, -1.6843, 1.8300)
C (-3.7001, -1.1343, 1.6986)
C (-4.6863, -2.0986, 1.9284)
C (-6.0382, -1.7810, 1.9124)
C (-6.4503, -0.4789, 1.6674)
C (-5.4949, 0.4968, 1.4312)
C (-4.1469, 0.1617, 1.4460)
C (-1.9615, -3.6304, 1.4537)
C (-2.1108, -4.5218, 2.4850)
C (-2.3133, -5.9046, 2.2676)
C (-2.3723, -6.3996, 1.0005)
C (-2.2176, -5.5308, -0.1077)
C (-2.2553, -6.0213, -1.4368)
C (-2.0784, -5.1884, -2.5034)
C (-1.8435, -3.8140, -2.2852)
C (-1.8132, -3.3218, -1.0119)
C (-2.0072, -4.1495, 0.1208)
H (-2.4499, -2.0663, 4.2842)
H (-1.3986, -0.6663, 4.2130)
H (-0.7060, -2.2836, 4.1308)
H (-4.4008, -3.1260, 2.1192)
H (-6.7726, -2.5553, 2.0946)
H (-7.5036, -0.2306, 1.6597)
H (-5.7965, 1.5178, 1.2274)
H (-3.4384, 0.9436, 1.2008)
H (-2.0792, -4.1800, 3.5128)
H (-2.4300, -6.5634, 3.1184)
H (-2.5338, -7.4555, 0.8209)
H (-2.4212, -7.0807, -1.5908)
H (-2.1062, -5.5794, -3.5118)
H (-1.6695, -3.1552, -3.1279)
H (-1.5918, -2.2759, -0.8431)

***

The following is a quantum chemistry calculation of a cluster of 2 separate species, C51H56F3N3O2 in total in a non-equilibrium geometry, from the Open Molecules 2025 dataset.

Frontier orbital gap in eV: 5.5
DFT total energy in eV: -70511.77666
LUMO in eV: -0.81

Geometry (Å):
C (4.8677, -0.7717, -4.5622)
C (5.2323, -0.4786, -3.1034)
C (5.0155, -1.7297, -2.2530)
C (6.7179, -0.0962, -3.0436)
C (4.3583, 0.6873, -2.5952)
C (3.5670, 0.5727, -1.4902)
C (2.6812, 1.6059, -1.0548)
C (2.0492, 1.4491, 0.2222)
C (1.5638, 2.6689, 0.8728)
F (1.4609, 2.5296, 2.2315)
F (2.3982, 3.7618, 0.6669)
F (0.3232, 3.0820, 0.4105)
C (2.5324, 2.7551, -1.9226)
C (3.3991, 3.0251, -2.9511)
C (3.4105, 4.3574, -3.7488)
C (4.7955, 5.0138, -3.6889)
C (2.3937, 5.3685, -3.2229)
C (3.1133, 4.0907, -5.2288)
C (4.4155, 1.9992, -3.2770)
O (5.3254, 2.2477, -4.1042)
H (5.0300, 0.1275, -5.1635)
H (5.4982, -1.5751, -4.9599)
H (3.8168, -1.0769, -4.6300)
H (5.3219, -1.5388, -1.2188)
H (3.9667, -2.0423, -2.2715)
H (5.6235, -2.5551, -2.6397)
H (7.0162, 0.0683, -2.0017)
H (7.3280, -0.9026, -3.4710)
H (6.8737, 0.8212, -3.6179)
H (3.6147, -0.3238, -0.8617)
H (2.4552, 0.6932, 0.8926)
H (1.7179, 3.4522, -1.7061)
H (5.5268, 4.3453, -4.1464)
H (4.7681, 5.9619, -4.2383)
H (5.0823, 5.2152, -2.6527)
H (1.3655, 5.0462, -3.4026)
H (2.5418, 5.5589, -2.1538)
H (2.5459, 6.3172, -3.7499)
H (2.1642, 3.5573, -5.3469)
H (3.0524, 5.0382, -5.7716)
H (3.9212, 3.4919, -5.6555)
C (-3.1027, -2.1968, -3.9650)
C (-3.0640, -1.6659, -2.5615)
C (-2.7627, -0.3223, -2.3248)
C (-2.6278, 0.1717, -1.0193)
C (-2.2519, 1.5913, -0.7342)
C (-2.8714, -0.7024, 0.0317)
N (-2.5992, -0.2418, 1.3639)
C (-3.5228, 0.3130, 2.2408)
C (-4.7263, 1.0090, 1.8297)
C (-5.0967, 2.1171, 2.6216)
C (-6.1975, 2.8857, 2.2634)
C (-6.9393, 2.5348, 1.1156)
C (-6.6129, 1.3971, 0.3634)
C (-5.5126, 0.6213, 0.7231)
N (-3.1129, 0.2135, 3.4760)
N (-1.8870, -0.4694, 3.4249)
C (-1.5418, -1.1267, 4.6592)
C (-2.5292, -1.8685, 5.3595)
C (-3.8884, -2.1697, 4.8140)
C (-2.2294, -2.3302, 6.6374)
C (-1.0029, -2.0735, 7.2498)
C (-0.7532, -2.5015, 8.6671)
C (-0.0360, -1.3726, 6.5322)
C (-0.2906, -0.8718, 5.2513)
C (0.7446, -0.0274, 4.5865)
C (-1.5689, -0.7378, 2.1292)
C (-0.3009, -0.8629, 1.3492)
O (0.3039, 0.1958, 0.9977)
C (0.0364, -2.2191, 0.8558)
C (-0.1753, -3.4160, 1.6921)
C (0.4225, -2.3526, -0.5204)
C (0.8431, -1.2507, -1.3103)
C (0.8969, -1.3209, -2.6967)
C (0.6246, -2.5342, -3.3395)
C (0.3682, -3.6832, -2.5783)
C (0.3169, -3.6051, -1.1960)
C (-3.2874, -2.0228, -0.1617)
C (-3.6960, -2.8858, 0.9905)
C (-3.3081, -2.5122, -1.4769)
H (-3.6825, -3.1233, -4.0085)
H (-3.5611, -1.4644, -4.6418)
H (-2.0890, -2.4081, -4.3304)
H (-2.6223, 0.3611, -3.1633)
H (-1.4236, 1.6340, -0.0166)
H (-1.9270, 2.0781, -1.6617)
H (-3.0985, 2.1622, -0.3221)
H (-4.4925, 2.3348, 3.5079)
H (-6.4745, 3.7434, 2.8810)
H (-7.7783, 3.1567, 0.8099)
H (-7.2121, 1.1023, -0.5009)
H (-5.2685, -0.2924, 0.1809)
H (-4.4812, -2.5901, 5.6334)
H (-4.4005, -1.2602, 4.4829)
H (-3.8897, -2.8993, 3.9933)
H (-2.9776, -2.8923, 7.1935)
H (0.3165, -2.6685, 8.8512)
H (-1.0971, -1.7440, 9.3933)
H (-1.2979, -3.4305, 8.8861)
H (0.9279, -1.1818, 7.0123)
H (1.1042, 0.7245, 5.3040)
H (1.6079, -0.6382, 4.2807)
H (0.3588, 0.4909, 3.7045)
H (0.6786, -4.1049, 1.5751)
H (-0.2616, -3.1556, 2.7549)
H (-1.0604, -4.0082, 1.4013)
H (1.0908, -0.3338, -0.7925)
H (1.1258, -0.4158, -3.2677)
H (0.6517, -2.5830, -4.4288)
H (0.1809, -4.6530, -3.0543)
H (0.1313, -4.5052, -0.6026)
H (-4.1256, -3.8178, 0.5944)
H (-2.8426, -3.1605, 1.6285)
H (-4.4649, -2.4167, 1.6277)
H (-3.5580, -3.5658, -1.6367)

***

The following is a quantum chemistry calculation of a structure of composition C51H56Ge2N2O5S5Ti in a non-equilibrium geometry, from the Open Molecules 2025 dataset.

Spin multiplicity: 2
Frontier orbital gap (spin up / spin down) in eV: 6.2 / 7.1
Expectation value of S²: 0.755
DFT total energy in eV: -257349.40544
Charge: -1
LUMO (spin up / spin down) in eV: 2.32 / 1.81

Geometry (Å):
Ti (0.1528, -0.6534, -2.6058)
C (2.0817, 0.9845, 6.4541)
C (1.2392, 1.3611, 5.2621)
C (1.7793, 2.0645, 4.1983)
C (0.9855, 2.5268, 3.1517)
C (1.6047, 3.3174, 2.0253)
C (-0.3857, 2.2586, 3.1614)
C (-0.9357, 1.4685, 4.1832)
C (-2.3873, 1.0560, 4.1494)
C (-0.1146, 1.0462, 5.2220)
C (-1.2950, 3.0091, 2.2320)
C (-1.8201, 4.1629, 2.8215)
C (-2.6808, 4.9954, 2.1354)
C (-3.0241, 4.6694, 0.8376)
C (-2.5152, 3.5279, 0.2190)
C (-1.6492, 2.6548, 0.9142)
Ge (-0.5708, 1.1579, -0.0659)
S (-1.7840, 0.2677, -1.7323)
S (1.7480, -0.0807, -0.9121)
Ge (0.6879, -1.7858, 0.0974)
S (-0.2526, -2.7549, -1.6454)
S (-0.6409, -0.6219, 1.4585)
C (1.9445, -3.0974, 0.9465)
C (1.5030, -3.8992, 2.0214)
C (2.3000, -4.9405, 2.4952)
C (3.5317, -5.2047, 1.9264)
C (3.9756, -4.4157, 0.8798)
C (3.1986, -3.3745, 0.3775)
C (3.7698, -2.6076, -0.7706)
C (4.5461, -1.4709, -0.5261)
C (4.7619, -0.9661, 0.8791)
C (5.0402, -0.7484, -1.6048)
C (4.7593, -1.1167, -2.9136)
C (5.2151, -0.2771, -4.0808)
C (4.0250, -2.2734, -3.1331)
C (3.5334, -3.0368, -2.0816)
C (2.7742, -4.3054, -2.3838)
C (0.1995, -3.6896, 2.7246)
C (0.1560, -2.8526, 3.8406)
C (1.3740, -2.0823, 4.2755)
C (-1.0472, -2.7022, 4.5258)
C (-2.1994, -3.3575, 4.1228)
C (-3.4996, -3.1747, 4.8642)
C (-2.1327, -4.1944, 3.0145)
C (-0.9505, -4.3787, 2.3104)
C (-0.9158, -5.2910, 1.1096)
C (-3.0448, 3.3119, -1.1643)
C (-4.2103, 2.5562, -1.3402)
C (-4.8169, 1.8084, -0.1790)
C (-4.7824, 2.4840, -2.6032)
C (-4.2257, 3.1458, -3.6918)
C (-4.8829, 3.0905, -5.0485)
C (-3.0656, 3.8805, -3.4967)
C (-2.4661, 3.9753, -2.2469)
C (-1.2092, 4.7870, -2.0603)
H (3.1451, 1.0833, 6.2333)
H (1.8888, -0.0416, 6.7727)
H (1.8518, 1.6354, 7.3017)
H (2.8429, 2.2875, 4.1891)
H (2.6574, 3.5198, 2.2255)
H (1.0823, 4.2648, 1.8740)
H (1.5365, 2.7589, 1.0878)
H (-3.0426, 1.9012, 3.9351)
H (-2.6849, 0.6012, 5.0955)
H (-2.5301, 0.3200, 3.3514)
H (-0.5511, 0.4721, 6.0356)
H (-1.5311, 4.3963, 3.8409)
H (-3.0819, 5.8847, 2.6074)
H (-3.7017, 5.3045, 0.2764)
H (1.9330, -5.5448, 3.3182)
H (4.1428, -6.0218, 2.2925)
H (4.9375, -4.6119, 0.4184)
H (4.8834, -1.7838, 1.5898)
H (3.8895, -0.3836, 1.1944)
H (5.6401, -0.3207, 0.9266)
H (5.6161, 0.1538, -1.4149)
H (5.5303, 0.7134, -3.7510)
H (4.3985, -0.1624, -4.7950)
H (6.0537, -0.7457, -4.6019)
H (3.7916, -2.5727, -4.1506)
H (2.1529, -4.1607, -3.2669)
H (2.1374, -4.6061, -1.5552)
H (3.4761, -5.1218, -2.5840)
H (2.2913, -2.6469, 4.1066)
H (1.3054, -1.8222, 5.3301)
H (1.4386, -1.1540, 3.6988)
H (-1.0780, -2.0387, 5.3844)
H (-3.3854, -2.4660, 5.6855)
H (-3.8540, -4.1225, 5.2762)
H (-4.2738, -2.7952, 4.1926)
H (-3.0269, -4.7193, 2.6886)
H (-1.8333, -5.8758, 1.0425)
H (-0.0650, -5.9735, 1.1538)
H (-0.8135, -4.7112, 0.1906)
H (-5.0210, 2.4788, 0.6583)
H (-4.1145, 1.0488, 0.1763)
H (-5.7415, 1.3129, -0.4754)
H (-5.6805, 1.8881, -2.7444)
H (-5.3623, 2.1228, -5.2129)
H (-4.1547, 3.2584, -5.8440)
H (-5.6556, 3.8597, -5.1342)
H (-2.6137, 4.3893, -4.3429)
H (-0.8889, 5.2284, -3.0048)
H (-0.4053, 4.1551, -1.6769)
H (-1.3661, 5.5900, -1.3356)
O (1.1377, -2.7307, -4.7761)
S (0.6313, -1.3911, -4.9128)
O (0.5391, -0.8970, -6.2538)
O (1.4261, -0.4331, -4.0039)
O (-0.7201, -1.2729, -4.1661)
N (-1.8761, 1.0916, -6.8046)
C (-0.8081, 1.7871, -7.3182)
C (-0.1726, 2.3120, -6.2404)
N (-0.8281, 1.9477, -5.0790)
C (-1.8361, 1.2042, -5.4600)
H (-2.4918, 0.4933, -7.3228)
H (-0.5896, 1.8263, -8.3710)
H (0.7184, 2.9184, -6.2120)
H (-2.5683, 0.7739, -4.7961)
O (0.5345, 1.8378, -2.6789)
H (1.4171, 2.1198, -2.9436)
H (-0.0608, 1.9721, -3.4704)

***

The following is a quantum chemistry calculation of a cluster of 12 separate species, C51H57Cl6N9 in total in a non-equilibrium geometry, from the Open Molecules 2025 dataset.

Energy above the lowest of the compared OMol25 structures with the same formula, charge and spin in kcal per mole: 0.0
Frontier orbital gap in eV: 9.6
DFT total energy in eV: -142353.75826
LUMO in eV: 0.41

Geometry (Å):
C (20.0960, 17.9297, -6.9467)
C (19.4121, 16.7119, -6.9909)
C (18.0327, 16.6809, -7.3030)
N (17.3138, 17.7986, -7.4503)
C (17.9445, 18.9747, -7.3834)
C (19.3678, 19.1060, -7.1739)
H (21.1353, 18.0298, -6.6703)
H (19.9302, 15.8364, -6.6283)
H (17.5781, 15.7199, -7.4935)
H (17.4692, 19.9431, -7.3327)
H (19.8531, 20.0638, -7.0569)
C (19.4762, 11.3774, -6.0813)
C (18.9177, 10.6159, -4.9759)
C (18.2543, 11.3353, -3.9814)
N (17.9798, 12.6359, -4.0626)
C (18.4929, 13.3228, -5.0817)
C (19.2443, 12.7454, -6.1141)
H (20.0217, 10.9443, -6.9067)
H (19.0061, 9.5580, -4.7772)
H (17.9356, 10.8515, -3.0700)
H (18.2033, 14.3632, -5.0838)
H (19.5648, 13.3496, -6.9500)
C (19.8200, 22.0928, -0.3204)
C (21.1103, 21.9965, 0.1188)
C (21.3292, 21.7849, 1.4513)
N (20.3443, 21.7162, 2.3540)
C (19.0652, 21.8521, 1.9110)
C (18.7309, 21.9563, 0.5503)
H (19.6307, 22.1508, -1.3822)
H (21.9856, 22.1171, -0.5023)
H (22.2962, 21.6870, 1.9222)
H (18.3146, 21.7846, 2.6846)
H (17.7634, 21.8630, 0.0794)
C (23.1857, 13.5813, -2.9442)
C (21.8952, 13.9764, -3.1960)
C (21.5669, 14.9700, -4.1856)
N (22.5636, 15.6262, -4.8382)
C (23.8778, 15.3634, -4.4940)
C (24.2100, 14.3337, -3.5855)
H (23.3828, 12.6877, -2.3707)
H (21.1223, 13.4334, -2.6723)
H (20.5565, 15.2885, -4.3956)
H (24.7061, 15.7485, -5.0701)
H (25.2346, 14.1088, -3.3286)
C (22.1197, 22.2063, -6.5683)
C (23.0568, 21.1944, -6.4694)
C (23.0900, 20.4621, -5.2683)
N (22.3459, 20.8528, -4.1814)
C (21.4790, 21.8622, -4.2967)
C (21.3618, 22.5891, -5.4476)
H (22.0008, 22.7824, -7.4740)
H (23.6764, 20.9000, -7.3035)
H (23.6840, 19.5886, -5.0435)
H (20.7453, 22.0711, -3.5322)
H (20.7340, 23.4628, -5.5426)
C (22.9345, 15.7843, -0.0438)
C (23.9574, 16.5921, -0.5726)
C (24.1191, 17.8961, -0.0811)
N (23.5667, 18.2912, 1.1280)
C (22.6029, 17.5038, 1.7058)
C (22.2874, 16.2442, 1.1540)
H (22.8022, 14.7851, -0.4318)
H (24.4479, 16.3034, -1.4905)
H (24.6674, 18.6500, -0.6263)
H (21.9746, 17.9819, 2.4426)
H (21.5484, 15.6245, 1.6400)
C (18.3482, 14.1200, -0.9885)
C (18.1166, 15.3777, -0.4871)
C (18.6192, 15.6795, 0.7485)
N (19.2971, 14.8256, 1.4985)
C (19.5955, 13.6719, 0.9557)
C (19.0928, 13.1904, -0.2687)
H (17.8506, 13.7329, -1.8654)
H (17.5088, 15.9900, -1.1366)
H (18.4903, 16.6630, 1.1757)
H (20.2438, 13.0532, 1.5583)
H (19.2368, 12.1429, -0.4883)
C (15.3221, 21.4760, -5.4006)
C (15.7012, 20.9966, -4.1808)
C (17.0580, 21.1525, -3.7294)
N (17.9923, 21.8321, -4.4708)
C (17.6365, 22.3305, -5.6531)
C (16.3291, 22.1364, -6.1383)
H (14.3233, 21.2136, -5.7167)
H (14.9285, 20.5288, -3.5888)
H (17.3760, 20.8730, -2.7358)
H (18.3962, 22.7675, -6.2842)
H (15.9925, 22.5487, -7.0780)
C (14.9913, 14.9636, -4.2361)
C (15.5440, 16.1934, -4.5959)
C (14.9974, 16.8585, -5.6577)
N (14.0723, 16.3279, -6.4882)
C (13.4945, 15.1643, -6.1232)
C (13.9251, 14.4717, -4.9510)
H (15.4699, 14.3377, -3.4974)
H (16.2698, 16.6805, -3.9616)
H (15.3734, 17.7940, -6.0449)
H (12.6869, 14.7214, -6.6871)
H (13.3460, 13.6494, -4.5574)
Cl (12.2490, 13.6674, -2.1533)
C (12.6660, 15.0332, -1.0324)
C (14.0884, 15.6140, -1.2310)
Cl (14.4343, 16.9095, -0.0072)
H (12.7535, 14.7503, 0.0166)
H (11.9588, 15.8584, -1.1165)
H (14.2649, 16.0507, -2.2140)
H (14.7939, 14.8182, -0.9923)
Cl (18.7317, 18.9405, -1.0090)
C (20.2234, 18.4068, -1.8084)
C (20.1781, 18.3350, -3.3319)
Cl (18.8158, 17.4274, -3.9392)
H (20.3099, 17.3983, -1.4040)
H (21.0503, 19.0269, -1.4623)
H (21.1005, 17.8686, -3.6779)
H (20.0877, 19.3312, -3.7650)
Cl (14.8976, 22.1344, -0.6130)
C (14.1469, 20.7353, 0.1975)
C (15.2952, 19.9103, 0.8512)
Cl (15.7829, 20.8004, 2.3365)
H (13.5890, 20.2325, -0.5925)
H (13.4174, 21.1226, 0.9088)
H (16.1179, 19.8638, 0.1377)
H (14.9530, 18.9508, 1.2390)